(1)
Computed, not measured: a 2-piece molecular cluster, C5H10N2O overall, with ωB97M-V with the def2-TZVPD basis set.

The calculation puts the frontier orbital gap at 5.97 eV. The LUMO energy is -8.8 eV. The relative energy (zero: lowest compared OMol25 entry of this formula, charge and spin) is 109.3 kcal/mol.

Structure (ORCA input):
```
! wB97M-V def2-TZVPD RIJCOSX def2/J DEFGRID3
* xyz 2 1
O -14.12 -0.30 -0.70
N -15.27 -0.36 -0.11
N -18.21 -0.27 0.15
C -15.99 0.65 0.11
C 19.25 -0.78 0.40
C 18.28 -0.76 -0.61
C -17.26 0.44 0.90
C -18.98 -0.90 -0.42
H -19.79 -1.49 -0.82
H -16.01 1.67 -0.18
H -17.57 1.39 1.17
H 19.06 -1.79 0.76
H 18.13 0.06 -1.31
H 20.27 -0.55 0.31
H 19.28 0.11 1.08
H -13.96 0.40 -1.37
H 17.86 -1.67 -0.98
H -17.12 0.00 1.84
*
```

***

(2)
Computed, not measured: C30H30N6 as an isolated structure, with ωB97M-V with the def2-TZVPD basis set.

The calculation puts the frontier orbital gap at 6.69 eV. The LUMO energy is -0.7 eV. The relative energy (zero: lowest compared OMol25 entry of this formula, charge and spin) is 348.5 kcal/mol.

Structure (ORCA input):
```
! wB97M-V def2-TZVPD RIJCOSX def2/J DEFGRID3
* xyz 0 1
N -2.25 0.87 0.23
N -1.83 -2.59 -3.73
N 4.64 3.37 1.14
N 3.21 -3.31 -1.29
N -1.56 -1.72 3.90
N -4.56 3.65 1.67
C 2.16 -2.57 -0.88
C 0.12 0.22 0.63
C -5.59 2.99 -0.40
C -5.37 3.90 0.61
C 2.44 -1.37 -0.15
C -0.41 -1.95 1.34
C 3.47 2.25 -0.69
C -0.43 -0.72 -3.02
C -4.95 1.76 -0.41
C -1.14 -2.38 -1.44
C 0.40 -1.72 2.45
C -4.06 1.50 0.63
C -0.55 -1.13 -1.69
C -1.09 -1.52 -4.01
C 3.58 1.16 1.46
C -2.38 -2.04 2.88
C 3.13 1.18 0.09
C -1.28 0.14 0.85
C 4.81 -1.62 -0.76
C -1.78 -2.12 1.60
C 4.18 3.32 -0.11
C 3.83 -0.94 -0.09
C 0.50 1.11 -0.45
C -0.22 -1.51 3.70
C 4.47 -2.86 -1.31
C -1.78 -3.07 -2.46
C -1.83 1.56 -0.89
C -0.47 1.69 -1.23
C -3.91 2.45 1.66
C 4.23 2.28 1.94
H -3.42 -2.19 3.12
H -3.52 0.56 0.67
H -4.99 1.06 -1.24
H -2.46 -2.36 0.79
H -1.65 -0.46 1.67
H -2.12 -4.09 -2.32
H -0.13 -0.50 -0.92
H 3.61 0.32 2.14
H 2.43 0.49 -0.35
H 0.04 -2.17 0.38
H 0.37 -1.46 4.60
H 4.02 0.04 0.32
H -6.25 3.30 -1.19
H 1.47 -1.78 2.31
H 1.57 1.22 -0.53
H 4.44 4.20 -0.67
H -1.13 -2.79 -0.45
H 0.14 0.15 -3.29
H 4.63 2.36 2.94
H -0.95 -1.33 -5.07
H -3.21 2.20 2.45
H -5.75 4.89 0.44
H 5.27 -3.48 -1.69
H -0.26 2.39 -2.03
H 0.92 -0.18 1.23
H 3.21 2.12 -1.73
H 5.81 -1.28 -1.01
H 1.12 -2.75 -1.13
H -2.58 2.04 -1.50
H 1.65 -0.82 0.34
*
```

***

(3)
Computed, not measured: an isolated ion of composition C5H9O5 and charge +1, with ωB97M-V with the def2-TZVPD basis set.

The calculation puts the frontier orbital gap at 10.37 eV. The LUMO energy is -4.4 eV. The relative energy (zero: lowest compared OMol25 entry of this formula, charge and spin) is 83.0 kcal/mol.

Structure (ORCA input):
```
! wB97M-V def2-TZVPD RIJCOSX def2/J DEFGRID3
* xyz 1 1
O 1.67 -1.36 -0.54
O -0.43 -2.33 0.55
O -2.09 0.18 -0.90
O -1.85 1.04 0.18
O 1.96 0.99 0.51
C 0.59 -0.51 -0.65
C -1.76 -0.34 0.28
C -0.60 1.82 0.21
C 0.92 0.99 -0.40
C -0.36 -0.97 0.48
H -0.02 -2.90 -0.09
H 2.84 1.07 0.16
H 0.97 1.44 -1.41
H -0.49 2.10 1.20
H 0.23 -0.84 -1.56
H 1.84 -1.65 0.35
H -2.51 -0.78 0.76
H 0.00 -0.66 1.42
H -0.90 2.69 -0.55
*
```

***

(4)
Computed, not measured: an isolated ion of composition C4H8N2 and charge +2, with ωB97M-V with the def2-TZVPD basis set.

The calculation puts the frontier orbital gap at 10.88 eV. The LUMO energy is -10.3 eV. The relative energy (zero: lowest compared OMol25 entry of this formula, charge and spin) is 36.4 kcal/mol.

Structure (ORCA input):
```
! wB97M-V def2-TZVPD RIJCOSX def2/J DEFGRID3
* xyz 2 1
N -0.88 -1.44 0.01
N 2.36 -0.25 0.32
C -2.70 0.39 0.20
C 1.20 0.28 -0.48
C -0.06 -0.40 -0.29
C -1.45 -0.26 -0.12
H -2.46 1.34 0.69
H 3.28 -0.18 -0.19
H 1.02 1.35 -0.20
H 2.66 0.00 1.25
H -3.42 -0.32 0.70
H -3.39 0.50 -0.64
H 1.56 0.34 -1.54
H 2.28 -1.33 0.29
*
```

***

(5)
Computed, not measured: one molecule with the formula C20H24ClN3S, with ωB97M-V with the def2-TZVPD basis set.

The calculation puts the frontier orbital gap at 8.79 eV. The LUMO energy is 0.6 eV. The relative energy (zero: lowest compared OMol25 entry of this formula, charge and spin) is 0.0 kcal/mol.

Structure (ORCA input):
```
! wB97M-V def2-TZVPD RIJCOSX def2/J DEFGRID3
* xyz 0 1
Cl 5.88 -0.92 -6.62
S 2.71 1.94 -0.27
N -1.35 -1.33 2.15
N 0.53 0.67 -1.03
N 1.49 2.03 -2.61
C 4.12 1.09 -6.25
C -3.18 -1.52 3.75
C -5.47 -1.16 3.08
C 0.15 -1.39 0.23
C 0.30 0.13 0.29
C -0.96 0.73 0.92
C 1.53 1.52 -1.35
C 2.59 2.76 -3.20
C 3.44 1.87 -4.07
C -3.51 -1.13 5.04
C -1.78 -1.94 3.40
C 4.27 0.92 -3.48
C -4.17 -1.53 2.78
C -0.14 -1.93 1.63
C -5.79 -0.77 4.38
C 4.94 0.15 -5.64
C 3.37 1.94 -5.46
C 5.02 0.06 -4.26
C -1.20 0.10 2.29
C -4.81 -0.76 5.35
H -1.82 0.53 0.28
H -2.75 -1.12 5.81
H 2.73 2.67 -5.93
H 0.84 1.62 -3.26
H 1.06 -1.84 -0.16
H 4.07 1.15 -7.32
H -5.06 -0.46 6.36
H -3.91 -1.83 1.77
H -1.10 -1.71 4.23
H -0.36 0.35 2.96
H -0.19 0.50 -1.71
H -0.84 1.81 1.03
H 4.33 0.86 -2.41
H 5.66 -0.67 -3.80
H -6.23 -1.16 2.32
H 0.73 -1.72 2.29
H -1.77 -3.03 3.26
H -0.69 -1.64 -0.42
H 3.18 3.17 -2.38
H -2.11 0.51 2.72
H -6.80 -0.48 4.62
H -0.28 -3.01 1.58
H 1.17 0.40 0.89
H 2.18 3.59 -3.79
*
```

***

(6)
Computed, not measured: C23H29CrN4O9 as an isolated structure, with ωB97M-V with the def2-TZVPD basis set.

The calculation puts the frontier orbital gap (alpha / beta) at 5.63 / 7.65 eV. The expectation value of S² is 6.01. The LUMO energy (alpha / beta) is 2.2 / 2.2 eV. The relative energy (zero: lowest compared OMol25 entry of this formula, charge and spin) is 10.2 kcal/mol.

Structure (ORCA input):
```
! wB97M-V def2-TZVPD RIJCOSX def2/J DEFGRID3
* xyz -1 5
Cr 0.40 -0.02 0.11
O -1.66 -0.94 0.38
O 1.94 -0.57 1.28
O -0.74 1.07 -1.20
O -0.36 1.18 1.74
O 1.73 3.95 -0.87
O 1.72 1.80 -0.27
O -1.78 2.90 -1.95
O 0.23 -3.11 -1.49
O 2.62 0.31 3.21
N 0.23 -2.97 1.96
N 1.75 -1.01 -3.81
N 2.25 0.89 -2.52
N 1.15 -0.98 -1.64
C 0.76 -2.20 -2.10
C 1.32 3.01 -0.19
C 2.18 -0.62 2.54
C 1.59 -3.17 2.43
C -1.21 2.85 0.37
C -1.60 1.84 1.46
C -1.25 2.24 -1.05
C -1.88 2.58 2.78
C 2.26 -0.58 -5.08
C 1.72 -0.30 -2.65
C -3.47 -2.50 1.76
C 0.22 3.26 0.86
C -2.44 -1.59 -0.30
C -3.41 -2.47 0.36
C -5.34 -4.01 1.70
C -4.42 -3.26 2.42
C -2.44 -1.46 -1.80
C 2.06 -1.99 3.27
C 0.40 2.36 2.09
C -0.44 2.92 3.25
C -5.29 -3.99 0.32
C -4.34 -3.24 -0.35
C 1.10 -2.28 -3.60
H -2.39 1.93 3.48
H 0.00 -3.56 1.16
H -0.28 3.98 3.39
H -0.19 2.40 4.17
H 0.26 4.32 1.11
H -3.43 -1.19 -2.16
H -2.77 -1.89 2.31
H 0.18 -2.38 -4.19
H -2.14 -2.41 -2.25
H -6.00 -4.58 -0.25
H 2.64 -1.44 -5.62
H -2.35 1.11 1.17
H -0.45 -3.11 2.69
H 1.67 -4.09 3.03
H -2.50 3.46 2.62
H 1.42 2.09 2.34
H -4.32 -3.25 -1.43
H -4.45 -3.26 3.51
H -1.90 3.70 0.35
H -6.09 -4.60 2.22
H 1.75 -3.13 -3.82
H 2.10 1.38 -1.57
H 2.43 1.45 -3.33
H 1.38 -1.84 4.11
H 3.09 0.12 -4.93
H -1.74 -0.68 -2.06
H 1.49 -0.10 -5.69
H 3.05 -2.20 3.68
H 2.24 -3.28 1.56
*
```

***

(7)
Computed, not measured: one molecule with the formula C4H5NO, with ωB97M-V with the def2-TZVPD basis set.

The calculation puts the frontier orbital gap at 9.74 eV. The LUMO energy is 1.1 eV. The relative energy (zero: lowest compared OMol25 entry of this formula, charge and spin) is 70.8 kcal/mol.

Structure (ORCA input):
```
! wB97M-V def2-TZVPD RIJCOSX def2/J DEFGRID3
* xyz 0 1
O -1.06 0.03 -1.16
N 0.12 1.49 0.08
C 0.90 0.27 0.09
C 0.08 -0.71 -0.71
C 0.30 -0.76 0.92
C -0.92 1.25 -0.61
H -0.06 -1.75 -0.53
H -1.73 1.96 -0.79
H 1.97 0.37 0.00
H 0.96 -1.59 1.22
H -0.55 -0.59 1.56
*
```

***

(8)
Computed, not measured: C29H54BFeN10S2 as an isolated structure, with ωB97M-V with the def2-TZVPD basis set.

The calculation puts the frontier orbital gap (alpha / beta) at 7.60 / 7.53 eV. The expectation value of S² is 6.01. The LUMO energy (alpha / beta) is -1.7 / -1.8 eV. The relative energy (zero: lowest compared OMol25 entry of this formula, charge and spin) is 0.0 kcal/mol.

Structure (ORCA input):
```
! wB97M-V def2-TZVPD RIJCOSX def2/J DEFGRID3
* xyz 1 5
Fe -0.60 -0.24 0.14
S -0.26 -2.85 0.79
S -0.13 -1.14 -2.08
N -1.46 0.59 -3.69
N -0.73 1.40 2.56
N -0.05 -0.92 -4.71
N -1.03 2.70 0.44
N -0.44 0.11 2.10
N -0.19 1.88 -0.23
N -0.19 -0.68 3.26
N 1.86 -0.54 0.54
N -2.90 1.21 1.27
N -2.73 0.10 0.49
C 4.54 1.05 3.66
C 0.09 3.97 -0.97
C 1.18 -1.70 -4.66
C 1.48 2.65 -3.39
C -3.94 -0.47 0.36
C -0.92 -1.31 -5.82
C -4.89 0.28 1.06
C -0.62 -3.10 2.56
C 2.32 -1.86 0.14
C 0.49 2.64 -1.09
C -4.05 -2.93 0.72
C 3.45 0.02 3.98
C -4.24 -1.80 -0.29
C 2.16 0.19 3.09
C 1.52 1.51 3.50
C -4.19 1.33 1.61
C 2.63 0.16 1.59
C -1.60 1.36 -4.92
C 2.97 2.51 -1.39
C -2.26 1.12 -2.59
C -0.87 3.96 0.03
C 1.61 2.12 -1.96
C 1.55 -3.06 0.70
C 1.26 -0.99 3.45
C -3.50 -2.09 -1.58
C -1.08 -1.88 3.35
C -0.59 -0.42 -3.57
C 0.31 2.02 3.20
C 4.05 -1.39 3.94
B -1.76 2.16 1.72
H -2.99 -3.04 0.96
H 0.49 2.45 -3.80
H 4.99 -1.40 4.50
H 1.89 0.06 -0.28
H 1.60 -1.72 -5.67
H -0.45 -0.06 4.03
H 2.23 2.19 -4.04
H -5.95 0.07 1.14
H -2.18 0.50 -1.71
H 5.07 0.79 2.74
H 0.06 3.02 3.55
H 1.90 -1.24 -3.99
H 1.89 -3.34 1.70
H -0.54 -0.92 -6.77
H -1.43 -3.83 2.61
H -0.94 -2.40 -5.88
H -4.59 -2.74 1.65
H -0.74 1.20 -5.57
H -4.51 2.16 2.22
H 1.37 -1.27 4.50
H -1.91 2.13 -2.34
H 2.25 -1.91 -0.95
H 1.53 1.03 -1.98
H 4.29 -1.71 2.92
H 3.11 0.21 5.00
H 1.00 -2.73 -4.33
H 3.08 3.60 -1.36
H 0.24 -3.58 3.00
H 3.78 2.11 -2.00
H 4.15 2.06 3.54
H 0.46 4.83 -1.51
H 3.38 -2.02 0.39
H -2.23 3.10 2.30
H 5.27 1.06 4.46
H 2.71 1.20 1.30
H -1.65 2.42 -4.65
H -2.52 1.11 -5.45
H 1.49 -1.86 2.85
H -5.31 -1.75 -0.52
H 3.64 -0.25 1.57
H -2.05 -1.53 3.00
H -1.17 -2.16 4.40
H -1.44 4.75 0.48
H 1.74 -3.93 0.06
H 3.41 -2.14 4.39
H -1.93 -0.96 -5.67
H -4.39 -3.88 0.31
H -3.79 -3.07 -1.97
H 2.15 2.17 4.09
H -3.31 1.17 -2.90
H -3.72 -1.35 -2.35
H 1.64 3.73 -3.42
H 3.10 2.15 -0.37
H -2.42 -2.12 -1.44
*
```

***

(9)
Computed, not measured: a 12-piece molecular cluster, C37H57ClN15O overall, with ωB97M-V with the def2-TZVPD basis set.

The calculation puts the frontier orbital gap at 10.33 eV. The LUMO energy is -2.2 eV.

Structure (ORCA input):
```
! wB97M-V def2-TZVPD RIJCOSX def2/J DEFGRID3
* xyz 1 1
Cl 4.57 0.45 -2.23
O -1.81 2.29 -1.50
N -1.94 -6.23 -0.26
N -1.36 -0.50 -5.65
N 2.76 2.47 -1.91
N 2.23 -4.07 3.37
N -6.05 1.71 -6.19
N -1.65 3.45 4.90
N 2.56 0.36 0.17
N 1.68 5.90 6.16
N 4.07 1.83 3.96
N -0.88 -6.05 3.27
N -1.54 -2.23 -0.47
N 1.09 4.22 -3.83
N 0.33 -0.51 3.01
N 5.17 -4.11 -6.32
N -6.73 -3.03 -1.70
C 4.80 -3.21 -5.71
C -2.69 1.66 -6.30
C -0.17 1.46 1.71
C 2.93 1.80 0.38
C -3.05 5.62 4.46
C -0.84 -3.71 1.57
C 4.34 -2.05 -4.93
C 3.89 1.52 2.67
C 1.05 5.10 6.69
C 2.18 2.74 -0.58
C -0.06 0.94 -2.56
C 0.70 5.16 -3.29
C -5.62 -3.27 -1.86
C 1.81 -0.40 1.21
C 3.37 2.87 4.38
C 0.21 6.36 -2.62
C -1.94 0.45 -5.93
C 2.34 3.39 2.28
C -5.97 0.73 -5.60
C 2.52 3.71 3.65
C 2.08 0.14 -1.25
C -0.06 -6.86 3.25
C -4.20 -3.57 -2.07
C 1.00 -7.87 3.22
C -2.26 4.40 4.71
C 1.39 -2.79 5.49
C -5.89 -0.53 -4.84
C 0.63 0.18 1.98
C -1.24 -2.87 0.44
C 0.23 4.07 7.34
C -1.59 1.06 -2.21
C -1.80 -7.36 -2.61
C -1.88 -6.72 -1.29
C 2.83 1.08 -2.23
C 1.86 -3.51 4.30
C 0.55 0.06 -1.43
C 3.04 2.26 1.84
H 2.41 3.78 -0.35
H -0.68 6.73 -3.14
H 4.11 -2.36 -3.91
H 0.86 -8.52 2.36
H -0.05 6.13 -1.59
H -1.69 -4.27 1.93
H -1.16 1.16 1.35
H -2.46 6.32 3.88
H 0.98 -1.83 5.20
H -2.03 2.35 -6.83
H 2.01 4.55 4.09
H -0.05 0.28 -0.55
H 2.23 2.95 -2.64
H -4.09 -4.61 -2.37
H -3.65 -3.40 -1.15
H 2.22 -2.64 6.18
H -1.11 2.41 -0.86
H 1.69 3.97 1.64
H -0.42 4.53 8.09
H 3.96 1.90 0.02
H 0.95 -8.47 4.13
H 3.44 -1.64 -5.39
H -5.20 -1.21 -5.33
H 0.88 3.34 7.83
H 2.47 -0.85 -1.52
H -3.95 5.36 3.91
H 0.09 0.52 -3.55
H -0.06 -4.40 1.27
H -0.38 3.57 6.59
H 3.48 3.11 5.43
H -1.91 0.25 -1.55
H -0.32 1.96 2.67
H -0.78 -7.29 -2.99
H 0.28 -0.96 -1.72
H 4.43 0.66 2.28
H 0.28 2.18 1.04
H -3.52 1.40 -6.95
H -5.54 -0.33 -3.83
H -6.87 -0.99 -4.79
H -2.08 -8.41 -2.53
H -0.46 -3.07 2.37
H 1.10 2.54 -0.65
H 5.11 -1.29 -4.90
H 0.62 -3.38 5.99
H 0.31 1.97 -2.56
H -0.44 -0.05 3.49
H 2.51 0.91 -3.25
H 1.97 -7.39 3.16
H 2.53 -0.74 1.96
H 3.46 -0.11 0.14
H -3.80 -2.93 -2.85
H -2.21 1.12 -3.10
H -3.08 2.15 -5.41
H 0.97 7.14 -2.64
H 1.46 -1.33 0.75
H -3.32 6.07 5.41
H -2.47 -6.86 -3.30
*
```

***

(10)
Computed, not measured: a 2-piece molecular cluster, C3H9NSi overall, with ωB97M-V with the def2-TZVPD basis set.

The calculation puts the frontier orbital gap at 8.80 eV. The LUMO energy is 1.0 eV. The relative energy (zero: lowest compared OMol25 entry of this formula, charge and spin) is 57.9 kcal/mol.

Structure (ORCA input):
```
! wB97M-V def2-TZVPD RIJCOSX def2/J DEFGRID3
* xyz 0 1
Si -0.98 -0.58 2.69
N -0.38 -0.13 1.13
C 0.61 -0.46 0.50
C -0.06 0.95 -2.02
C 1.23 0.48 -1.44
H 0.10 1.74 -2.76
H -0.59 0.14 -2.51
H 1.38 -1.18 0.71
H -0.70 1.35 -1.24
H 1.88 1.24 -1.04
H -0.88 0.66 3.46
H -0.19 -1.64 3.36
H -2.34 -1.05 2.44
H 1.73 -0.35 -1.91
*
```